[1]
{
  "formula": "C25H13BrCoN6O6S",
  "method": "ωB97M-V/def2-TZVPD",
  "orbital_gap_ev": 7.40,
  "charge": 1,
  "homo_ev": -11.30,
  "lumo_energy_ev": -3.90,
  "largest_force_ev_per_a": 0.6,
  "energy_ev": -165864.5673,
  "relative_energy_kcal_mol": 3.0,
  "species": ["Co", "O", "C", "O", "C", "C", "C", "C", "C", "N", "C", "O", "O", "H", "H", "H", "H", "S", "N", "C", "C", "C", "C", "C", "N", "C", "C", "N", "C", "C", "C", "C", "C", "N", "H", "H", "H", "H", "H", "H", "Br", "C", "C", "N", "C", "C", "C", "C", "O", "O", "H", "H", "H"],
  "positions_angstrom": [[-0.667, -0.508, 0.010], [-1.814, 2.010, 2.851], [-1.248, 1.198, 2.005], [-1.868, 0.420, 1.274], [0.238, 1.173, 2.001], [1.167, 1.851, 2.753], [2.515, 1.653, 2.431], [2.889, 0.812, 1.393], [1.884, 0.157, 0.692], [0.629, 0.354, 1.033], [1.984, -0.809, -0.473], [3.045, -1.152, -0.920], [0.798, -1.207, -0.881], [-2.779, 1.978, 2.749], [0.860, 2.523, 3.541], [3.274, 2.178, 2.994], [3.921, 0.656, 1.112], [-3.592, -7.268, -0.076], [-2.643, -6.570, 1.021], [-2.398, -5.345, 0.585], [-1.570, -4.359, 1.258], [-0.893, -4.579, 2.459], [-0.123, -3.560, 2.979], [-0.038, -2.351, 2.293], [-0.677, -2.137, 1.151], [-1.437, -3.121, 0.641], [-2.098, -2.812, -0.608], [-1.884, -1.569, -1.087], [-2.393, -1.243, -2.264], [-3.175, -2.131, -3.006], [-3.422, -3.390, -2.511], [-2.867, -3.750, -1.281], [-3.025, -5.052, -0.654], [-3.731, -6.062, -1.133], [-0.982, -5.537, 2.953], [0.423, -3.681, 3.903], [0.575, -1.545, 2.677], [-2.164, -0.249, -2.603], [-3.571, -1.816, -3.960], [-4.023, -4.108, -3.055], [-0.488, 2.750, -6.401], [-0.467, 3.379, -4.623], [-0.340, 4.736, -4.362], [-0.315, 5.225, -3.127], [-0.425, 4.374, -2.114], [-0.562, 2.998, -2.279], [-0.573, 2.494, -3.571], [-0.684, 2.145, -1.057], [-0.697, 2.686, 0.047], [-0.757, 0.863, -1.275], [-0.252, 5.446, -5.176], [-0.407, 4.794, -1.117], [-0.648, 1.434, -3.762]]
}

***

[2]
{
  "formula": "C25H13Cl2MnN5O6",
  "method": "ωB97M-V/def2-TZVPD",
  "orbital_gap_ev": [6.88, 6.89],
  "charge": 2,
  "multiplicity": 2,
  "homo_ev": [-15.58, -15.59],
  "s2": 0.7773,
  "lumo_energy_ev": [-8.70, -8.70],
  "largest_force_ev_per_a": 0.9,
  "energy_ev": -102221.5843,
  "species": ["Mn", "Cl", "C", "C", "C", "N", "C", "O", "C", "C", "C", "C", "C", "N", "C", "C", "C", "Cl", "N", "C", "O", "C", "C", "C", "C", "C", "N", "H", "H", "H", "H", "H", "H", "H", "H", "H", "H", "O", "C", "O", "C", "C", "C", "C", "C", "N", "C", "O", "O", "H", "H", "H"],
  "positions_angstrom": [[-0.107, 0.036, 0.086], [-4.514, 3.477, 4.021], [-3.791, 2.541, 2.822], [-2.462, 2.316, 2.861], [-1.897, 1.517, 1.818], [-0.675, 1.150, 1.633], [0.389, 1.437, 2.579], [0.454, 2.425, 3.231], [1.243, 0.229, 2.673], [2.177, 0.058, 3.666], [2.781, -1.190, 3.777], [2.389, -2.201, 2.916], [1.456, -1.933, 1.923], [0.914, -0.726, 1.784], [-2.775, 0.937, 0.759], [-4.180, 1.215, 0.749], [-4.667, 1.987, 1.738], [-6.312, 2.351, 1.785], [-2.078, 0.240, -0.069], [-2.638, -0.336, -1.285], [-3.721, -0.811, -1.354], [-1.689, -0.048, -2.386], [-2.016, -0.199, -3.712], [-1.121, 0.293, -4.657], [0.023, 0.939, -4.221], [0.288, 1.022, -2.861], [-0.542, 0.507, -1.957], [-1.850, 2.747, 3.636], [2.391, 0.876, 4.340], [3.522, -1.376, 4.542], [2.794, -3.199, 3.000], [1.131, -2.710, 1.247], [-4.830, 0.801, -0.005], [-2.957, -0.661, -3.978], [-1.332, 0.199, -5.713], [0.718, 1.383, -4.920], [1.170, 1.529, -2.499], [-0.351, -3.653, -1.342], [0.008, -2.565, -1.022], [-0.725, -1.714, -0.274], [1.369, -2.003, -1.290], [2.439, -2.601, -1.927], [3.622, -1.872, -2.032], [3.708, -0.582, -1.511], [2.586, -0.059, -0.899], [1.479, -0.776, -0.811], [2.399, 1.293, -0.289], [3.236, 2.139, -0.247], [1.118, 1.478, 0.092], [2.334, -3.602, -2.323], [4.481, -2.312, -2.521], [4.611, 0.011, -1.569]]
}

***

[3]
{
  "formula": "C25H14Cl66FNbO2P",
  "method": "ωB97M-V/def2-TZVPD",
  "orbital_gap_ev": 5.95,
  "charge": -1,
  "homo_ev": -4.75,
  "lumo_energy_ev": 1.20,
  "largest_force_ev_per_a": 2.2,
  "energy_ev": -870273.5285,
  "species": ["C", "C", "Nb", "C", "C", "C", "C", "F", "C", "Cl", "C", "C", "Cl", "P", "O", "O", "H", "H", "H", "H", "H", "H", "H", "H", "H", "H", "H", "H", "H", "H", "C", "Cl", "Cl", "Cl", "Cl", "C", "Cl", "Cl", "Cl", "Cl", "C", "Cl", "Cl", "Cl", "Cl", "C", "Cl", "Cl", "Cl", "Cl", "C", "Cl", "Cl", "Cl", "Cl", "C", "Cl", "Cl", "Cl", "Cl", "C", "Cl", "Cl", "Cl", "Cl", "C", "Cl", "Cl", "Cl", "Cl", "C", "Cl", "Cl", "Cl", "Cl", "C", "Cl", "Cl", "Cl", "Cl", "C", "Cl", "Cl", "Cl", "Cl", "C", "Cl", "Cl", "Cl", "Cl", "C", "Cl", "Cl", "Cl", "Cl", "C", "Cl", "Cl", "Cl", "Cl", "C", "Cl", "Cl", "Cl", "Cl", "C", "Cl", "Cl", "Cl", "Cl"],
  "positions_angstrom": [[-0.358, 2.266, -0.252], [-0.536, 1.208, 0.307], [-0.481, -0.714, 1.452], [-0.619, -2.566, 2.709], [-1.704, -3.352, 2.719], [1.756, -1.067, 1.255], [2.314, -1.240, -0.153], [2.165, -0.081, -0.920], [-0.167, 0.485, 3.390], [1.254, 0.094, 4.368], [-0.951, 1.462, 3.858], [-0.749, 2.280, 5.102], [-2.389, 1.929, 3.001], [-0.939, -2.016, -0.728], [-2.582, -2.050, -0.974], [-0.341, -1.193, -2.031], [-0.186, 3.267, -0.575], [-2.310, -0.710, 1.618], [0.226, -2.825, 3.348], [-1.634, -4.361, 3.127], [-2.663, -3.030, 2.336], [2.017, -1.989, 1.785], [2.337, -0.264, 1.718], [1.927, -2.115, -0.676], [3.402, -1.385, -0.077], [-0.813, 3.327, 4.799], [-1.518, 2.067, 5.842], [0.244, 2.132, 5.512], [-2.935, -1.216, -0.640], [-0.248, -0.247, -1.847], [-2.666, 1.872, -3.769], [-3.910, 3.081, -4.146], [-3.432, 0.412, -3.142], [-1.768, 1.467, -5.238], [-1.552, 2.505, -2.546], [4.001, 2.999, -2.007], [4.337, 4.500, -1.107], [2.265, 2.747, -2.071], [4.633, 3.123, -3.657], [4.749, 1.629, -1.189], [2.373, -0.213, -5.332], [3.139, 0.825, -6.546], [3.620, -0.903, -4.284], [1.262, 0.734, -4.360], [1.474, -1.504, -6.149], [-5.570, -3.743, -2.805], [-6.087, -2.187, -2.139], [-6.783, -4.324, -3.961], [-4.028, -3.543, -3.623], [-5.402, -4.912, -1.493], [-9.356, -1.064, -4.205], [-9.558, -0.014, -2.798], [-7.690, -0.976, -4.770], [-9.748, -2.728, -3.751], [-10.442, -0.531, -5.495], [-2.603, -1.604, 6.656], [-2.933, -3.053, 7.623], [-2.059, -2.082, 5.035], [-4.088, -0.643, 6.529], [-1.348, -0.640, 7.446], [5.957, 2.262, 2.651], [7.001, 2.738, 4.004], [4.455, 1.582, 3.268], [5.591, 3.678, 1.659], [6.798, 1.052, 1.675], [4.403, 1.381, 7.595], [3.759, 2.952, 8.094], [3.292, 0.634, 6.455], [5.970, 1.619, 6.811], [4.597, 0.344, 9.018], [5.737, 7.533, -4.128], [5.927, 9.021, -3.190], [4.023, 7.129, -4.249], [6.401, 7.775, -5.750], [6.594, 6.217, -3.327], [-6.748, -5.058, 8.150], [-8.109, -4.545, 9.157], [-5.370, -5.455, 9.185], [-7.211, -6.484, 7.216], [-6.304, -3.760, 7.048], [5.596, -4.271, -5.666], [5.451, -5.659, -4.580], [6.155, -4.821, -7.252], [4.035, -3.477, -5.824], [6.771, -3.125, -5.001], [9.303, -3.605, -10.098], [9.379, -2.847, -8.507], [10.932, -4.048, -10.623], [8.300, -5.057, -10.007], [8.598, -2.475, -11.258], [2.722, 7.085, 7.862], [2.517, 5.685, 8.919], [3.194, 6.537, 6.254], [1.200, 7.974, 7.763], [3.979, 8.139, 8.521], [8.957, 3.416, -1.095], [10.232, 4.200, -2.042], [9.206, 1.667, -1.114], [9.024, 4.005, 0.566], [7.387, 3.793, -1.811], [-11.957, 3.045, -7.275], [-10.854, 3.106, -5.902], [-13.252, 4.227, -7.045], [-11.076, 3.421, -8.759], [-12.661, 1.427, -7.405], [-8.849, -7.654, 3.589], [-8.668, -9.195, 4.440], [-7.326, -6.771, 3.649], [-9.294, -7.960, 1.907], [-10.115, -6.701, 4.370]]
}

***

[4]
{
  "formula": "C25H14Cl6NOPRu",
  "method": "ωB97M-V/def2-TZVPD",
  "orbital_gap_ev": [4.74, 4.77],
  "charge": 2,
  "homo_ev": [-14.37, -14.38],
  "lumo_energy_ev": [-9.63, -9.60],
  "largest_force_ev_per_a": 0.8,
  "energy_ev": -116677.7016,
  "relative_energy_kcal_mol": 17.1,
  "species": ["Ru", "Cl", "C", "C", "Cl", "C", "Cl", "C", "O", "C", "Cl", "C", "Cl", "Cl", "C", "C", "C", "C", "C", "C", "P", "C", "C", "C", "C", "C", "C", "C", "C", "C", "C", "C", "C", "H", "H", "H", "H", "H", "H", "H", "H", "H", "H", "H", "H", "H", "H", "N", "C"],
  "positions_angstrom": [[-0.621, 1.236, 1.105], [-6.219, 1.917, -3.043], [-5.110, 1.546, -1.824], [-3.807, 2.077, -1.895], [-3.306, 3.055, -3.195], [-2.935, 1.780, -0.876], [-1.282, 2.344, -0.910], [-3.283, 0.971, 0.207], [-2.436, 0.738, 1.195], [-4.569, 0.397, 0.244], [-4.955, -0.639, 1.534], [-5.481, 0.705, -0.756], [-7.050, 0.052, -0.700], [0.083, 0.487, 3.254], [1.616, -0.389, 3.001], [2.237, -0.899, 4.116], [3.450, -1.559, 3.929], [4.004, -1.690, 2.663], [3.353, -1.168, 1.555], [2.134, -0.511, 1.714], [1.216, 0.103, 0.309], [2.239, 0.523, -1.068], [2.894, 1.759, -1.041], [3.752, 2.090, -2.074], [3.955, 1.195, -3.119], [3.305, -0.033, -3.142], [2.440, -0.380, -2.117], [-0.132, -1.019, -0.066], [-0.554, -1.962, 0.889], [-1.669, -2.739, 0.644], [-2.359, -2.600, -0.555], [-1.935, -1.689, -1.523], [-0.833, -0.895, -1.283], [1.808, -0.782, 5.102], [3.966, -1.962, 4.790], [4.950, -2.198, 2.538], [3.791, -1.263, 0.569], [2.737, 2.454, -0.224], [4.262, 3.043, -2.066], [4.628, 1.458, -3.924], [3.475, -0.722, -3.958], [1.938, -1.340, -2.132], [-0.006, -2.088, 1.814], [-1.997, -3.462, 1.378], [-3.228, -3.217, -0.746], [-2.465, -1.610, -2.463], [-0.499, -0.189, -2.034], [-0.783, 4.071, 2.315], [-0.718, 3.005, 1.867]]
}